# 1
A structure of composition C41H46P2W at a distorted geometry, computed with ωB97M-V/def2-TZVPD.

Geometry as XYZ:
```
90
Properties=species:S:1:pos:R:3:forces:R:3:lowdin_charge:R:1
W 0.23408 0.88873 1.77712 -0.771 2.945 4.743 1.104
C -1.78760 0.86281 -4.78180 -0.164 0.034 0.198 -0.101
C -1.79195 -0.43569 -4.46330 -0.135 0.377 -0.338 -0.135
C -1.05184 -1.49329 -5.23967 0.005 -0.427 0.106 -0.183
C 0.37123 -1.12041 -5.71547 0.126 -0.278 -0.252 -0.184
C 1.16645 -0.25354 -4.77290 0.123 0.100 0.066 -0.108
C 1.19478 1.08176 -4.78567 0.327 -0.402 -0.119 -0.115
C 0.36968 1.95861 -5.67281 -0.141 0.406 -0.151 -0.176
C -1.06657 1.46928 -5.96272 -0.181 0.106 -0.301 -0.182
C 1.96773 0.64171 3.01391 -0.214 -0.612 0.085 -0.247
H -2.36597 1.58336 -4.19163 0.124 -0.379 0.002 0.103
H -2.41057 -0.80511 -3.63717 0.098 0.288 -0.184 0.085
H -1.63331 -1.80634 -6.12349 0.084 0.123 0.274 0.126
H -0.98055 -2.39536 -4.61741 -0.040 0.140 -0.047 0.102
H 0.92926 -2.06368 -5.84742 -0.209 0.358 -0.058 0.118
H 0.30977 -0.66393 -6.71170 0.181 -0.069 0.341 0.108
H 1.78578 -0.81954 -4.06798 0.051 0.339 -0.167 0.091
H 1.90383 1.63161 -4.16470 -0.282 -0.382 -0.188 0.053
H 0.88643 2.12209 -6.63347 -0.125 -0.055 0.226 0.129
H 0.31173 2.95311 -5.20978 0.017 -0.154 -0.035 0.108
H -1.64432 2.34471 -6.30352 0.176 -0.350 0.046 0.119
H -1.04120 0.77051 -6.80717 -0.173 0.158 0.257 0.106
H 1.59950 1.17431 3.91612 0.187 -0.068 -0.315 0.026
H 2.99793 0.92975 2.78059 -0.271 0.025 -0.240 0.031
H 1.95085 -0.43542 3.23570 0.267 0.287 0.208 0.025
P -1.29578 -0.42889 0.67174 -1.976 -0.984 -2.869 0.907
P 1.82484 0.28064 0.22926 2.404 -2.064 -1.595 0.871
C -0.46464 -0.59286 -0.93841 0.467 0.151 -0.930 -0.241
C 0.88582 -0.52798 -1.05856 -0.895 -0.378 -0.393 -0.249
C -2.24805 -1.96818 0.89773 0.413 -0.484 0.347 -0.345
C -2.67637 -2.65742 -0.24505 0.021 -0.006 -0.245 -0.090
C -3.48152 -3.79251 -0.14073 0.153 0.237 0.244 -0.044
C -3.88806 -4.22393 1.12361 0.246 0.037 0.037 -0.041
C -3.45213 -3.55344 2.27296 -0.049 -0.039 -0.232 -0.043
C -2.61753 -2.44053 2.16239 -0.010 0.118 0.060 -0.074
C -2.64827 0.79649 0.25137 0.488 -0.392 0.910 -0.315
C -2.26004 2.12638 0.10199 -0.372 0.226 -0.362 -0.119
C -3.17665 3.04240 -0.43220 0.443 0.058 0.281 -0.052
C -4.47725 2.64748 -0.72836 0.137 -0.161 0.094 -0.041
C -4.89130 1.34306 -0.45759 0.255 -0.081 0.183 -0.035
C -3.98836 0.41357 0.05823 0.299 0.041 -0.142 -0.045
C 3.24616 -0.84320 0.44532 -0.084 0.139 0.495 -0.350
C 2.97487 -2.11014 0.98088 0.269 -0.048 -0.108 -0.099
C 4.01748 -3.01384 1.17587 0.068 0.105 -0.249 -0.052
C 5.32191 -2.66185 0.80289 -0.102 0.312 0.082 -0.041
C 5.59565 -1.38289 0.29545 -0.162 -0.244 -0.066 -0.045
C 4.55531 -0.46857 0.10662 -0.220 -0.161 0.109 -0.061
C 2.49845 1.84725 -0.41802 -0.795 -0.065 0.017 -0.353
C 2.78590 2.91522 0.44024 -0.279 0.377 -0.036 -0.094
C 3.09405 4.16674 -0.11096 0.161 -0.104 0.094 -0.046
C 3.16770 4.33407 -1.49543 -0.190 -0.201 0.146 -0.029
C 2.89074 3.25463 -2.34288 0.120 -0.123 0.181 -0.033
C 2.55000 2.01528 -1.80649 0.003 0.179 0.131 -0.072
H -1.11917 -0.65099 -1.82165 0.488 -0.733 0.179 0.067
H 1.46175 -0.96274 -1.89278 -0.655 0.691 -0.031 0.090
H -2.39437 -2.30068 -1.23108 -0.037 -0.148 0.089 0.095
H -3.77176 -4.33992 -1.04038 0.034 0.256 0.323 0.123
H -4.51564 -5.11007 1.20978 0.120 0.248 0.038 0.122
H -3.76450 -3.91492 3.25438 0.156 0.167 -0.288 0.120
H -2.24361 -1.91818 3.04219 -0.306 -0.326 -0.196 0.066
H -1.24189 2.45940 0.39949 -0.373 -0.005 -0.519 0.068
H -2.86550 4.06307 -0.62317 -0.058 -0.043 0.104 0.117
H -5.17705 3.36801 -1.14377 0.142 -0.140 0.046 0.124
H -5.91817 1.04550 -0.64384 0.126 0.040 0.040 0.123
H -4.31133 -0.60229 0.29246 0.109 0.327 -0.178 0.112
H 1.94679 -2.40527 1.20151 0.229 0.063 0.090 0.109
H 3.81085 -3.99872 1.59532 0.079 0.257 -0.166 0.118
H 6.12970 -3.38907 0.90993 -0.253 0.288 0.034 0.121
H 6.61944 -1.10473 0.03029 -0.406 -0.126 0.064 0.121
H 4.74285 0.51368 -0.33018 0.063 -0.256 0.219 0.109
H 2.75157 2.78380 1.52524 0.094 0.128 -0.314 0.087
H 3.28509 5.01247 0.54997 0.007 -0.252 -0.177 0.122
H 3.41964 5.30920 -1.91798 -0.084 -0.334 0.167 0.127
H 2.93642 3.38410 -3.42249 0.028 -0.020 0.223 0.118
H 2.31198 1.16727 -2.44198 0.062 0.277 0.058 0.075
C 0.72343 -1.10753 6.25210 0.324 -0.137 -0.209 -0.021
C -0.56717 -0.35610 5.91544 -0.555 -0.430 0.921 -0.630
C -1.71692 -1.05030 6.64665 -0.399 -0.170 0.057 -0.041
C -0.54614 1.11650 6.32429 -0.015 0.491 -0.133 -0.029
C -0.79577 -0.36830 4.48244 0.813 0.732 -2.978 -0.038
C -0.70376 -0.15995 3.25090 0.316 0.091 2.180 -0.201
H 0.94246 -1.00058 7.31715 -0.084 0.036 -0.092 0.104
H 1.58132 -0.74058 5.68586 -0.013 0.038 0.060 0.075
H 0.60002 -2.17415 6.03709 0.073 0.158 0.027 0.098
H -1.58280 -0.99995 7.73551 0.062 0.026 -0.313 0.105
H -2.65916 -0.55492 6.39259 0.010 -0.220 0.116 0.095
H -1.75375 -2.10423 6.35087 -0.170 0.150 0.118 0.093
H 0.21534 1.66423 5.75904 -0.067 0.023 0.169 0.077
H -1.52929 1.54948 6.09913 0.274 0.068 0.111 0.100
H -0.34894 1.24045 7.39411 -0.007 -0.170 -0.180 0.106
```
Forces are in eV/Å.

The calculation puts the energy above the lowest of the compared OMol25 structures with the same formula, charge and spin at 0.00 kcal/mol. Its total charge is +2. The total energy comes out at -2338.901694 Ha. The spin multiplicity is 3.

# 2
An isolated molecule of C3H5ClOS at a distorted geometry, computed with ωB97M-V/def2-TZVPD.

Geometry as XYZ:
```
11
Properties=species:S:1:pos:R:3:forces:R:3:lowdin_charge:R:1
C -1.49193 0.32121 -0.15623 -0.587 -0.783 0.322 -0.503
C -2.31351 -0.68680 0.08935 -0.313 0.438 -0.121 -0.068
C 2.13808 0.63466 0.42513 4.022 1.221 0.936 -0.917
H -1.81467 1.30673 -0.47046 -0.046 -0.074 0.021 0.064
H -1.95713 -1.65666 0.39748 0.065 -0.080 0.035 0.052
H -3.38362 -0.54226 -0.01713 0.046 -0.071 0.015 0.053
H 2.05689 -0.81404 -1.36895 0.166 -0.093 0.014 -0.102
H 2.36423 0.76057 1.49970 -0.075 -0.091 -0.132 0.093
O 1.75714 1.52440 -0.28490 5.234 2.629 -0.477 -0.208
S 2.41262 -1.04052 -0.09649 2.791 -0.781 -0.210 0.731
Cl 0.23190 0.19272 -0.01750 -11.304 -2.314 -0.403 0.803
```
Forces are in eV/Å.

The calculation puts the energy above the lowest of the compared OMol25 structures with the same formula, charge and spin at 124.26 kcal/mol. Its total charge is 0. The total energy comes out at -1050.727552 Ha.

# 3
A cluster of 2 separate species, C5H12S in total at a distorted geometry, computed with ωB97M-V/def2-TZVPD.

Geometry as XYZ:
```
18
Properties=species:S:1:pos:R:3:forces:R:3:lowdin_charge:R:1
C -0.11182 -3.11065 0.63227 3.681 -1.945 0.754 -0.043
C -0.31606 -2.49057 -0.49163 1.725 -0.157 -0.216 -0.302
C 0.76995 -1.95524 -1.39471 -0.504 -0.329 -2.133 -0.113
C 0.16790 3.15714 -0.00263 -3.803 0.743 3.188 -0.164
C 0.10603 1.94240 0.92018 -0.335 -0.682 0.491 -0.592
S -1.32429 0.77102 0.61587 -1.044 2.846 0.462 0.626
H -0.91004 -3.31986 1.26624 -1.127 -0.370 1.152 0.027
H 0.92096 -3.54059 0.91593 -1.681 0.803 -0.328 0.090
H -1.31678 -2.19816 -0.48519 -1.531 1.007 -1.412 0.057
H 1.86276 -2.29687 -1.19472 -2.178 0.513 -0.252 0.106
H 0.48736 -1.97938 -2.55399 0.768 -0.501 2.411 0.109
H 0.60781 -0.91133 -1.19973 0.855 0.974 0.012 0.018
H -0.75166 3.86515 0.22619 1.290 -1.631 -0.520 0.113
H 0.91162 3.83375 0.20402 2.425 1.133 0.707 0.030
H 0.15883 2.97484 -0.99941 -0.086 -0.933 -2.987 0.025
H 0.15091 2.23926 1.99531 -0.275 -0.216 -0.857 0.075
H 0.87184 1.18117 0.79468 0.731 0.480 -0.220 0.034
H -2.28532 1.83792 0.75133 1.089 -1.734 -0.252 -0.096
```
Forces are in eV/Å.

Its SMILES is C=CC.CCS. The calculation puts the energy above the lowest of the compared OMol25 structures with the same formula, charge and spin at 50.41 kcal/mol. Its total charge is 0. The total energy comes out at -595.801685 Ha.

# 4
A cluster of 2 separate species, CH5S3 in total at a distorted geometry, computed with ωB97M-V/def2-TZVPD.

Geometry as XYZ:
```
9
Properties=species:S:1:pos:R:3:forces:R:3:lowdin_charge:R:1
S -2.48904 -2.31909 -1.88126 1.311 -3.184 -4.701 0.416
H -1.62153 -1.60474 -2.74818 -1.091 -0.487 1.559 -0.157
C 1.47426 0.88228 1.41029 1.791 2.784 -0.102 -0.546
S 1.16122 0.67714 -0.41891 2.647 -0.043 1.239 -0.024
S -0.73945 0.82855 -0.81738 -2.345 0.235 -0.198 -0.333
H 0.90684 1.70079 1.92589 -0.195 -0.743 -0.789 0.015
H 2.56193 1.33545 1.53639 -1.742 -1.237 -0.507 0.035
H 1.41292 -0.00017 1.99934 -0.191 -0.945 0.333 -0.027
H -2.66716 -1.50022 -1.00619 -0.185 3.619 3.166 -0.380
```
Forces are in eV/Å.

The calculation puts the energy above the lowest of the compared OMol25 structures with the same formula, charge and spin at 24.87 kcal/mol. Its total charge is -1. The total energy comes out at -1235.667502 Ha.